1.
Here is a molecular structure, C24H51BrGeN2O2PbSSi3 from the Open Molecules 2025 dataset. Energies are from wB97M-V/def2-TZVPD.

The geometry in XYZ format:
```
86
Properties=species:S:1:pos:R:3:mulliken_spin:R:1
Pb 2.4022 0.4519 -0.2634 0.355
C -0.1561 4.8947 1.7892 0.024
Si -0.0810 3.9331 0.2037 -0.011
C 1.3977 4.2683 -0.8819 0.008
C -1.6647 4.2146 -0.7659 0.023
Ge -0.4614 1.4828 0.3866 0.737
Si -2.7214 0.4928 0.6494 -0.040
C -3.3846 1.1360 2.2584 0.017
C -3.9153 1.0842 -0.7054 0.006
C -2.5944 -1.3614 0.5310 0.012
Si -4.6381 1.8637 -4.7244 0.000
C -4.9024 0.0701 -4.5294 0.000
C -6.0133 3.0104 -4.4069 0.000
C -3.0882 2.4937 -5.4406 0.000
H -0.5340 5.8844 1.5144 0.007
H 0.8214 5.0139 2.2549 -0.003
H -0.8493 4.4743 2.5186 0.003
H 1.6746 5.3234 -0.8089 -0.002
H 1.1722 4.0575 -1.9293 0.005
H 2.2762 3.6975 -0.5872 0.002
H -1.6859 5.2542 -1.1056 0.001
H -2.5461 4.0602 -0.1409 0.003
H -1.7452 3.5761 -1.6498 0.000
H -3.3290 2.2234 2.3370 0.001
H -2.8751 0.6941 3.1080 -0.001
H -4.4441 0.8649 2.3112 0.004
H -4.1051 2.1556 -0.6776 0.000
H -4.8609 0.5905 -0.4602 -0.001
H -3.6690 0.7699 -1.7300 -0.005
H -2.0864 -1.7884 1.3948 0.003
H -2.0835 -1.6821 -0.3800 0.004
H -3.6062 -1.7752 0.5032 -0.001
H -5.6513 -0.1466 -3.7673 0.000
H -3.9814 -0.4758 -4.3264 0.000
H -5.2963 -0.3050 -5.4845 0.000
H -6.5210 2.7624 -3.4714 0.000
H -6.7584 2.8719 -5.2024 0.000
H -5.7108 4.0563 -4.4052 0.000
H -2.1955 1.9745 -5.1139 0.000
H -2.9875 3.5700 -5.2966 0.000
H -3.1740 2.3240 -6.5255 0.000
Br 4.4173 -4.0554 5.1437 0.000
C 3.2051 -2.8612 4.3646 0.001
C 1.8508 -2.9542 4.6697 0.001
C 0.9587 -2.0748 4.0843 0.000
C 1.4115 -1.1038 3.1889 -0.006
C 2.7760 -1.0040 2.9122 0.006
C 3.6734 -1.8792 3.4951 -0.003
C 0.3959 -0.2588 2.5445 0.036
O -0.7676 -0.2218 2.8363 0.009
O 0.8288 0.4985 1.4767 -0.273
H 1.5043 -3.7075 5.3634 0.000
H -0.0972 -2.1366 4.3115 0.000
H 3.1616 -0.1888 2.3093 0.015
H 4.7337 -1.7964 3.2993 0.000
C 2.7770 -3.9499 -3.2872 0.001
C 3.3845 -4.0574 -1.8940 0.000
N 2.3893 -4.0329 -0.8077 0.012
C 2.0407 -5.3347 -0.1953 -0.001
C 0.9575 -6.0815 -0.9556 0.001
C 1.8356 -2.9049 -0.4082 -0.005
C 0.8210 -2.9300 0.6927 -0.027
N 2.1267 -1.7193 -0.9537 0.022
H 3.5738 -3.9321 -4.0296 0.000
H 2.1768 -3.0469 -3.4127 -0.001
H 2.1388 -4.8047 -3.5022 0.000
H 4.1160 -3.2659 -1.7111 -0.001
H 3.9286 -4.9937 -1.7968 0.000
H 1.7578 -5.1687 0.8407 0.000
H 2.9598 -5.9177 -0.1716 0.000
H 0.0353 -5.5018 -1.0187 0.000
H 0.7347 -7.0163 -0.4428 0.000
H 1.2774 -6.3291 -1.9667 0.000
H 1.3047 -3.0878 1.6577 0.001
H 0.0970 -3.7288 0.5454 0.002
H 0.2841 -1.9858 0.7102 0.037
H 2.7483 -1.8230 -1.7512 -0.004
C 2.6370 2.5055 3.7391 0.000
S 3.1022 2.7099 2.0092 0.024
C 4.6923 3.5422 2.1981 -0.001
H 2.5392 3.4828 4.2081 0.001
H 3.3789 1.9132 4.2722 0.000
H 1.6741 2.0011 3.7838 0.002
H 5.4015 2.8974 2.7125 0.000
H 4.5622 4.4691 2.7524 0.000
H 5.0681 3.7749 1.2038 0.000
```

The value obtained for the total energy is -7314.713460 hartree. The charge is +3. As for the expectation value of S²: 0.755. Its spin multiplicity is 2. The relative energy (zero: lowest compared OMol25 entry of this formula, charge and spin) is 11.0 kcal per mole. The value obtained for the HOMO energy (alpha / beta) is -15.08 / -15.52 eV.

***

2.
Here is 5 unconnected molecules or ions with the total composition C24H51FN3O13S4 from the Open Molecules 2025 dataset. Energies are from wB97M-V/def2-TZVPD.

The geometry in XYZ format:
```
96
Properties=species:S:1:pos:R:3:mulliken_charge:R:1
C 3.7111 -1.0015 5.8158 -0.946
C 2.3162 -0.2709 6.3768 -0.498
C 1.0196 -1.0806 5.7840 -0.577
C 0.1798 -0.2845 4.6226 0.625
C 1.1563 0.4186 3.4613 -0.523
C -0.9416 -1.2026 3.8422 -0.261
C -0.9380 -2.8035 3.4282 0.022
O 0.1165 -3.7847 3.7301 -0.265
C -0.4675 -4.6602 4.7982 0.435
N -0.7351 -5.2376 5.9439 -0.394
N -2.2352 -3.1463 2.6687 -0.021
C -3.1203 -1.9109 2.5671 -0.184
N -2.3120 -0.8419 3.2734 0.144
C -2.7048 0.6284 3.5216 -0.502
C -3.3280 0.6355 5.0720 -0.330
C -4.7925 1.3642 5.1828 -0.261
F -5.4293 0.8498 6.4526 -0.319
H 4.0605 -1.8895 6.5327 0.298
H 4.6099 -0.2374 5.8039 0.298
H 3.5459 -1.3618 4.7149 0.205
H 2.3045 0.8909 6.1817 0.323
H 2.3719 -0.3938 7.5591 0.321
H 1.3318 -2.1590 5.3845 0.222
H 0.2858 -1.2883 6.6967 0.339
H -0.3500 0.6414 5.1584 0.138
H 1.9000 1.2037 3.9656 0.322
H 0.5142 1.0627 2.6960 -0.250
H 1.7660 -0.3934 2.8792 0.227
H -2.5181 -4.0873 2.2832 0.345
H -4.1788 -1.7499 2.0949 0.391
H -1.7613 1.3378 3.4460 0.139
H -3.5108 1.0119 2.7606 0.529
H -3.4849 -0.4931 5.4242 0.194
H -2.4920 1.0912 5.7546 0.264
H -5.4696 1.0133 4.2713 0.243
H -4.7466 2.5394 5.2863 0.259
O 2.9993 0.9188 0.9159 -0.413
S 4.1589 1.2314 0.1091 1.140
O 4.4695 2.5850 -0.2996 -0.596
O 4.1628 0.2736 -1.2092 -0.365
C 3.0116 0.2535 -2.0400 -0.055
C 2.9457 1.4826 -2.9272 -0.836
C 5.5953 0.5402 0.8907 -1.120
H 2.1007 0.1479 -1.4410 0.063
H 3.0880 -0.6383 -2.6714 0.344
H 2.7734 2.3860 -2.3347 0.230
H 2.1315 1.3939 -3.6520 0.271
H 3.8886 1.6239 -3.4651 0.292
H 5.3889 -0.4980 1.1557 0.314
H 5.8030 1.1230 1.7908 0.385
H 6.4395 0.6065 0.2018 0.373
O -1.9380 2.8934 0.2859 -0.671
S -0.7768 3.7301 0.0740 1.193
O -0.6327 5.0219 0.7114 -0.645
O -0.5353 3.9080 -1.5277 -0.137
C -1.6049 4.3875 -2.3288 -0.113
C -1.7780 5.8879 -2.1834 -1.066
C 0.6797 2.7737 0.4139 -0.850
H -2.5344 3.8570 -2.0958 0.288
H -1.3538 4.1569 -3.3697 0.078
H -2.1225 6.1480 -1.1781 0.317
H -2.5133 6.2642 -2.9002 0.404
H -0.8266 6.4056 -2.3430 0.263
H 0.6044 1.8172 -0.1059 0.229
H 0.7326 2.6113 1.4927 0.316
H 1.5560 3.3319 0.0785 0.436
O -0.1136 1.4616 -5.4079 -0.610
S -0.4940 2.3121 -6.5148 1.239
O -1.5005 3.3442 -6.3815 -0.604
O -0.8689 1.3792 -7.7972 -0.308
C -1.8461 0.3618 -7.6369 -0.295
C -3.2506 0.9358 -7.6378 -0.986
C 0.9725 3.0463 -7.1946 -0.983
H -1.6567 -0.2207 -6.7289 0.286
H -1.7396 -0.3212 -8.4866 0.281
H -3.4247 1.5496 -6.7491 0.285
H -3.9961 0.1356 -7.6467 0.385
H -3.4066 1.5786 -8.5101 0.266
H 1.7201 2.2665 -7.3483 0.320
H 1.3423 3.7851 -6.4803 0.369
H 0.7192 3.5350 -8.1375 0.348
O 0.4351 -6.9940 -2.3951 -0.618
S -0.1653 -5.7309 -2.7660 1.160
O 0.5805 -4.6964 -3.4512 -0.582
O -0.8815 -5.0781 -1.4559 -0.285
C -0.1107 -4.8969 -0.2775 -0.139
C 0.7985 -3.6873 -0.3892 -1.030
C -1.6458 -6.0574 -3.6896 -0.926
H 0.4605 -5.8015 -0.0426 0.394
H -0.8161 -4.7379 0.5453 -0.085
H 1.5783 -3.8499 -1.1391 0.428
H 1.2874 -3.4806 0.5670 0.390
H 0.2318 -2.8032 -0.6987 0.268
H -2.2410 -6.7986 -3.1539 0.320
H -1.3544 -6.4461 -4.6679 0.375
H -2.2006 -5.1250 -3.8103 0.313
```

The value obtained for the total energy is -3779.356971 hartree. The charge is +1. The relative energy (zero: lowest compared OMol25 entry of this formula, charge and spin) is 258.2 kcal per mole. The value obtained for the HOMO energy is -12.52 eV.

***

3.
Here is 2 unconnected molecules or ions with the total composition C24H52B2FN2O10 from the Open Molecules 2025 dataset. Energies are from wB97M-V/def2-TZVPD.

The geometry in XYZ format:
```
91
Properties=species:S:1:pos:R:3:mulliken_charge:R:1
C 1.8416 -3.5855 3.1647 -0.926
C 1.7221 -3.1900 1.5420 -0.330
N 1.7238 -1.7122 1.4215 0.198
C 0.4713 -1.0204 0.9626 1.382
C -0.9672 -1.7782 1.1606 -0.615
C -1.2847 -2.4258 2.6237 0.215
C -2.9274 -2.4945 2.8733 0.227
C -3.4115 -3.9461 2.2233 -0.617
O -4.8707 -4.0611 2.0745 -0.362
C -5.2116 -3.8316 0.6588 0.606
C -5.9600 -2.3788 0.3103 -0.516
O -4.9434 -4.7157 -0.3058 -0.530
C 0.5967 0.3982 1.8448 -2.413
O 1.4861 -0.0282 2.9359 -0.438
B -0.6644 1.0182 2.6679 0.698
O -0.3457 1.6819 3.9834 -0.526
O -2.0915 1.0117 2.3017 -0.309
C -2.9817 1.1310 3.4639 -0.294
C -3.3879 2.7131 3.8252 -0.946
N 0.9986 1.6178 0.9876 0.372
F 1.6717 2.3524 1.8939 -0.205
C 1.7243 1.1033 -0.2751 1.270
C 3.2437 1.0390 0.2571 -1.154
C 4.3776 0.3311 -0.7067 -0.907
C 1.9400 2.1653 -1.5281 -1.023
C 1.0780 3.5855 -1.3235 -0.111
C 0.9235 4.3168 -2.7861 -0.508
C 1.6262 5.8100 -2.7850 -0.233
O 0.5173 6.7902 -2.9220 -0.529
C 0.7541 -0.2464 -0.5182 0.284
C 1.3867 -1.3260 -1.6314 -1.102
O 0.8459 -2.7175 -1.4691 -0.131
C 1.1959 -3.5511 -2.6292 -0.768
C -0.6919 0.3797 -1.0784 -0.327
B -1.5585 -0.5583 -2.1026 0.758
O -2.8150 -1.1985 -1.6495 -0.396
O -1.1767 -0.7960 -3.5392 -0.618
H 2.9707 -3.4988 3.5428 0.306
H 1.2112 -2.8441 3.8363 0.125
H 1.4875 -4.6896 3.3403 0.322
H 0.8950 -3.7918 0.9820 0.147
H 2.7519 -3.6023 1.0934 0.352
H 2.5719 -1.4952 0.8630 0.217
H -1.9182 -1.1619 0.8742 -0.087
H -0.9567 -2.7007 0.4007 0.568
H -0.9292 -3.5616 2.5804 0.320
H -0.7250 -1.8920 3.5100 -0.108
H -3.4575 -1.5822 2.3646 -0.409
H -3.1331 -2.5436 4.0465 0.289
H -2.9693 -4.7794 2.9220 0.283
H -2.8366 -4.0413 1.1908 0.326
H -7.1171 -2.5820 0.4523 0.340
H -5.6895 -2.0226 -0.7836 0.161
H -5.6012 -1.6313 1.1448 0.089
H 0.9985 -0.5258 3.6591 0.534
H -0.4669 1.0063 4.7228 0.326
H -2.6411 0.5238 4.4143 0.325
H -4.0179 0.6366 3.1349 0.172
H -3.9266 2.8062 4.8766 0.327
H -2.3830 3.3437 3.8066 0.222
H -4.0783 3.1247 2.9427 0.269
H 0.1216 2.1679 0.8666 0.773
H 3.4167 0.5718 1.3266 0.369
H 3.6517 2.1602 0.3512 0.514
H 5.4411 0.8561 -0.5759 0.324
H 4.1243 0.4592 -1.8649 0.209
H 4.4872 -0.8349 -0.5421 0.291
H 1.5681 1.6419 -2.5298 0.276
H 3.0361 2.5143 -1.7024 0.358
H -0.0342 3.3735 -0.9449 0.107
H 1.5598 4.2691 -0.4877 0.344
H 1.5416 3.6461 -3.5561 -0.084
H -0.1981 4.3492 -3.1504 0.463
H 2.3715 5.8844 -3.6874 0.261
H 2.2515 5.9705 -1.7895 0.221
H -0.2168 6.4427 -2.3042 0.316
H 2.5499 -1.5242 -1.4429 0.318
H 1.3289 -0.9349 -2.7337 0.460
H 0.3684 -4.4058 -2.7132 0.256
H 1.2303 -2.9681 -3.6433 0.251
H 2.2018 -4.1286 -2.3751 0.255
H -1.4363 0.6505 -0.1843 -0.143
H -0.5955 1.3904 -1.6568 -0.362
H -3.2772 -0.4780 -1.1030 0.307
H -2.0533 -0.9893 -4.0278 0.306
C 3.3685 2.7431 -6.1276 -0.568
O 4.1177 2.6278 -4.9319 -0.480
H 2.7286 3.6260 -6.0621 0.204
H 4.0488 2.8509 -6.9760 0.320
H 2.7466 1.8538 -6.2562 0.249
H 4.6756 1.8362 -5.0193 0.289
```

The value obtained for the total energy is -1956.442743 hartree. The charge is +1. The relative energy (zero: lowest compared OMol25 entry of this formula, charge and spin) is 339.9 kcal per mole. The value obtained for the HOMO energy is -11.42 eV.